Model one:
ORCA calculation (ωB97M-V with the def2-TZVPD basis set) on a molecular structure, C39H37F5N12SSeSr.

Results
- Net charge: +2
- Highest occupied orbital energy: -11.2 eV
- HOMO-LUMO gap: 5.8 eV

Last column: Löwdin charge in e.
Geometry (Å):
Sr: 1.2741 0.4481 0.0780  1.129
C: 5.0842 -0.8069 -2.0621  0.010
C: 3.6524 -0.5854 -1.6778  -0.279
N: 3.0770 0.5566 -1.5705  -0.051
N: 3.7570 1.6907 -1.8606  -0.006
C: 3.1760 2.9218 -1.7848  -0.838
N: 3.9624 3.9298 -2.1909  0.114
S: 1.6374 3.2230 -1.2232  0.686
C: 2.8366 -1.8101 -1.4242  -0.302
C: 3.4246 -3.0651 -1.5769  0.004
C: 2.6799 -4.1999 -1.3121  -0.009
C: 1.3625 -4.0581 -0.9126  -0.021
C: 0.8458 -2.7777 -0.8176  -0.162
N: 1.5467 -1.6802 -1.0795  -0.067
H: 5.6555 0.1016 -2.2308  0.075
H: 5.1489 -1.4075 -2.9690  0.108
H: 5.5807 -1.3498 -1.2564  0.105
H: 4.7033 1.6175 -2.2095  0.137
H: 4.8397 3.7884 -2.6647  0.119
H: 3.5773 4.8592 -2.1809  0.107
H: 4.4568 -3.1658 -1.8662  0.116
H: 3.1248 -5.1791 -1.4152  0.126
H: 0.7426 -4.9174 -0.7014  0.117
H: -0.1923 -2.6290 -0.5369  0.105
C: -4.4301 2.1520 1.7783  -0.064
C: -3.7563 1.1730 1.0593  -0.069
C: -2.3698 1.1666 1.0344  -0.064
C: -1.6574 2.1415 1.7281  -0.258
C: -2.3351 3.1270 2.4517  -0.008
C: -3.7187 3.1231 2.4711  -0.059
N: -0.2417 2.0885 1.6504  0.010
N: 0.3276 2.8938 2.4110  0.093
C: 1.7322 2.9260 2.4127  -0.335
C: 2.2752 3.8933 3.2562  0.022
C: 3.6543 4.0178 3.3174  -0.024
C: 4.4213 3.1657 2.5413  -0.019
C: 3.7802 2.2250 1.7486  -0.176
N: 2.4624 2.0968 1.6656  -0.028
H: -5.5112 2.1700 1.7886  0.112
H: -4.3102 0.4298 0.5010  0.110
H: -1.8355 0.4212 0.4611  0.076
H: -1.7759 3.8865 2.9755  0.109
H: -4.2488 3.8893 3.0198  0.114
H: 1.6127 4.5208 3.8322  0.120
H: 4.1153 4.7569 3.9577  0.121
H: 5.5008 3.2080 2.5552  0.118
H: 4.3602 1.5184 1.1676  0.074
N: -2.3651 -2.7545 4.7578  0.196
C: -1.1209 -2.6294 3.9111  -0.125
C: -1.1953 -1.3780 3.0305  -0.262
N: 0.0531 -1.0730 2.3613  -0.024
H: -2.3708 -3.6331 5.2838  0.179
H: -3.2118 -2.7255 4.1828  0.175
H: -2.4225 -1.9872 5.4338  0.178
H: -1.0482 -3.5454 3.3256  0.141
H: -0.2792 -2.5850 4.6000  0.124
H: -1.4603 -0.5176 3.6535  0.127
H: -1.9917 -1.4803 2.2873  0.115
H: 0.4224 -1.8921 1.8806  0.029
H: 0.7961 -0.8414 3.0207  0.034
N: -4.9369 1.8616 -4.8084  0.172
C: -6.0645 1.4322 -5.4713  -0.187
C: -7.0136 2.0987 -6.2388  -0.016
C: -8.0329 1.3292 -6.7575  -0.076
C: -8.1104 -0.0548 -6.5245  -0.079
C: -7.1687 -0.7117 -5.7658  -0.009
C: -6.1262 0.0482 -5.2318  -0.224
N: -5.0603 -0.3404 -4.4547  0.182
C: -4.3786 0.7517 -4.2278  -0.289
C: -3.1622 0.7669 -3.4296  -0.120
C: -2.5222 1.9281 -3.0024  0.015
C: -1.3833 1.8252 -2.2215  -0.158
N: -0.8413 0.6646 -1.8450  -0.008
C: -1.4499 -0.4453 -2.2830  -0.138
C: -2.5916 -0.4511 -3.0543  0.013
H: -4.5645 2.7947 -4.8179  0.157
H: -6.9595 3.1627 -6.4235  0.112
H: -8.7950 1.8007 -7.3620  0.108
H: -8.9307 -0.6100 -6.9571  0.106
H: -7.2212 -1.7756 -5.5869  0.113
H: -2.8967 2.9125 -3.2456  0.114
H: -0.8899 2.7238 -1.8746  0.051
H: -0.9863 -1.3841 -2.0143  0.076
H: -3.0467 -1.3747 -3.3791  0.117
F: 5.7328 -4.9067 5.7868  0.142
C: 5.1973 -4.0837 4.8925  -0.135
C: 3.8774 -3.6721 5.0164  -0.146
F: 3.1238 -4.1021 6.0326  0.116
C: 3.3383 -2.8195 4.0722  -0.243
F: 2.0374 -2.4542 4.2289  0.022
C: 4.0520 -2.3477 2.9852  -0.519
Se: 3.3193 -1.2093 1.6855  0.742
C: 5.3699 -2.7818 2.8830  -0.257
F: 6.1190 -2.3797 1.8461  0.064
C: 5.9452 -3.6300 3.8127  -0.138
F: 7.2100 -4.0192 3.6674  0.137

---

Model two:
ORCA calculation (ωB97M-V with the def2-TZVPD basis set) on a molecular structure, C39H37F5N12SSeSr.

Results
- Net charge: +2
- Highest occupied orbital energy: -11.8 eV
- HOMO-LUMO gap: 6.4 eV

Last column: Löwdin charge in e.
Geometry (Å):
Sr: -1.6721 0.5678 -1.3940  1.061
C: -1.1989 4.9039 -3.4452  -0.003
C: -1.8872 3.6776 -2.9290  -0.256
N: -1.6271 2.4908 -3.3312  -0.002
N: -0.7156 2.3399 -4.3350  -0.009
C: -0.5232 1.1196 -4.9076  -0.847
N: 0.2470 1.1320 -6.0016  0.116
S: -1.1511 -0.3152 -4.3125  0.630
C: -2.9665 3.7927 -1.9055  -0.241
C: -3.6484 4.9849 -1.7205  0.007
C: -4.6825 5.0326 -0.7951  -0.018
C: -4.9957 3.8930 -0.0801  -0.023
C: -4.2582 2.7444 -0.3252  -0.123
N: -3.2711 2.6861 -1.2130  0.008
H: -0.1206 4.7371 -3.4931  0.094
H: -1.3553 5.7512 -2.7858  0.085
H: -1.5594 5.1780 -4.4408  0.110
H: -0.3509 3.1636 -4.7937  0.137
H: 0.5575 1.9800 -6.4471  0.120
H: 0.4105 0.2587 -6.4728  0.107
H: -3.3991 5.8637 -2.2963  0.118
H: -5.2330 5.9507 -0.6413  0.124
H: -5.7890 3.8848 0.6533  0.119
H: -4.4666 1.8313 0.2225  0.107
C: -1.4884 0.2333 4.6418  -0.061
C: -1.3209 1.1445 3.6097  -0.067
C: -1.7788 0.8348 2.3386  -0.031
C: -2.4295 -0.3716 2.1187  -0.255
C: -2.5976 -1.2935 3.1486  -0.009
C: -2.1160 -0.9866 4.4076  -0.054
N: -2.9060 -0.5929 0.7931  -0.003
N: -3.7682 -1.4768 0.6889  0.100
C: -4.2762 -1.6960 -0.6262  -0.318
C: -5.2207 -2.6994 -0.7396  0.017
C: -5.7756 -2.9411 -1.9889  -0.021
C: -5.3724 -2.1613 -3.0569  -0.022
C: -4.4219 -1.1715 -2.8402  -0.129
N: -3.8747 -0.9363 -1.6486  0.019
H: -1.1393 0.4729 5.6382  0.113
H: -0.8425 2.0990 3.7925  0.101
H: -1.6480 1.5375 1.5245  0.065
H: -3.0979 -2.2315 2.9555  0.112
H: -2.2411 -1.6937 5.2164  0.114
H: -5.5035 -3.2614 0.1387  0.124
H: -6.5141 -3.7202 -2.1196  0.124
H: -5.7828 -2.3052 -4.0460  0.120
H: -4.0851 -0.5427 -3.6559  0.089
N: 4.0325 1.1123 3.6959  0.198
C: 3.4654 0.1019 2.7227  -0.128
C: 1.9551 -0.0421 2.9121  -0.275
N: 1.3522 -0.9127 1.9355  0.050
H: 5.0515 1.1470 3.6569  0.175
H: 3.7637 0.8951 4.6567  0.173
H: 3.6788 2.0474 3.4604  0.127
H: 3.9851 -0.8390 2.8984  0.135
H: 3.6966 0.4696 1.7248  0.127
H: 1.4819 0.9396 2.8343  0.089
H: 1.7456 -0.4253 3.9164  0.125
H: 1.7342 -1.8500 1.9509  0.079
H: 1.4067 -0.5242 0.9995  0.020
N: 4.4596 -4.3235 -1.5899  0.169
C: 5.1888 -5.3604 -1.0408  -0.188
C: 6.3718 -5.9849 -1.4283  -0.015
C: 6.8180 -7.0061 -0.6172  -0.075
C: 6.1160 -7.3959 0.5388  -0.077
C: 4.9459 -6.7753 0.9135  -0.011
C: 4.4746 -5.7398 0.1026  -0.224
N: 3.3354 -4.9644 0.2301  0.181
C: 3.3612 -4.1520 -0.7896  -0.297
C: 2.3294 -3.1403 -1.0246  -0.125
C: 2.5425 -2.0009 -1.7960  0.010
C: 1.5290 -1.0675 -1.9078  -0.171
N: 0.3432 -1.1995 -1.3098  -0.069
C: 0.1346 -2.3113 -0.5940  -0.146
C: 1.0830 -3.2973 -0.4222  -0.002
H: 4.6306 -3.8866 -2.4782  0.158
H: 6.9143 -5.6915 -2.3170  0.112
H: 7.7312 -7.5249 -0.8755  0.109
H: 6.5080 -8.2057 1.1388  0.107
H: 4.3983 -7.0757 1.7963  0.114
H: 3.4912 -1.8112 -2.2801  0.117
H: 1.6807 -0.1631 -2.4858  0.101
H: -0.8339 -2.4054 -0.1130  0.105
H: 0.8819 -4.1751 0.1755  0.123
F: 0.2488 5.6947 4.5952  0.150
C: 0.3736 4.9679 3.4939  -0.145
C: -0.6593 4.8834 2.5737  -0.144
F: -1.7910 5.5458 2.7895  0.141
C: -0.5230 4.0897 1.4464  -0.255
F: -1.5763 4.0316 0.6186  0.070
C: 0.6218 3.3522 1.1608  -0.554
Se: 0.8170 2.1731 -0.3126  0.572
C: 1.6422 3.5088 2.0864  -0.267
F: 2.8276 2.8648 1.9119  0.015
C: 1.5349 4.2626 3.2366  -0.144
F: 2.5564 4.2747 4.1088  0.109

---

Most stable = model two

---

Model one:
ORCA calculation (ωB97M-V with the def2-TZVPD basis set) on a gas-phase ion, C2HO2S2 (charge -1).

Results
- Net charge: -1
- Highest occupied orbital energy: -4.2 eV
- HOMO-LUMO gap: 7.4 eV

Last column: Löwdin charge in e.
Geometry (Å):
C: -1.1545 -0.3321 0.3547  -0.864
C: 0.1684 0.2371 0.1678  -0.954
O: -1.5532 -0.1177 -0.8594  -0.072
O: -1.6220 -0.9458 1.3032  -0.004
S: 0.4875 2.0389 -0.1775  0.291
S: 1.3346 -0.8790 -0.3862  0.749
H: 2.3391 -0.0014 -0.4026  -0.147

---

Model two:
ORCA calculation (ωB97M-V with the def2-TZVPD basis set) on a gas-phase ion, C2HO2S2 (charge -1).

Results
- Net charge: -1
- Highest occupied orbital energy: -4.3 eV
- HOMO-LUMO gap: 7.5 eV

Last column: Löwdin charge in e.
Geometry (Å):
C: -1.2696 -0.3574 -0.0972  -0.852
C: 0.1433 0.3302 0.1111  -1.084
O: -2.0445 -0.6286 0.8294  -0.044
O: -1.3080 -0.5842 -1.3178  -0.051
S: 0.5115 1.9232 -0.1156  0.497
S: 1.4898 -0.7816 0.1289  0.675
H: 2.4775 0.0984 0.4612  -0.141

---

Most stable = model two

---

Model one:
ORCA calculation (ωB97M-V with the def2-TZVPD basis set) on C17H24N4O3 in the gas phase.

Results
- Net charge: 0
- Highest occupied orbital energy: -8.1 eV
- HOMO-LUMO gap: 8.6 eV

Last column: Löwdin charge in e.
Geometry (Å):
C: -1.3484 2.4137 -0.1556  -0.310
C: 0.1199 2.8020 -0.3566  -0.421
C: -1.6925 1.2430 -1.1001  -0.085
C: -2.9592 0.5271 -0.6991  -0.168
C: -4.2178 1.0304 -0.6681  -0.042
C: -3.0398 -0.8282 -0.2077  -0.130
C: -4.3864 -1.0712 0.0836  -0.220
C: -2.0933 -1.8501 -0.0002  -0.031
C: -4.8316 -2.3093 0.5850  -0.016
C: -2.5239 -3.0548 0.4991  -0.111
C: -3.8714 -3.2908 0.7887  -0.107
C: 0.9658 0.8105 0.9870  -0.229
C: 1.4565 0.8707 2.4467  -0.477
C: 1.6640 -0.3317 0.2370  -0.156
C: 3.1736 -0.1495 0.0797  -0.207
C: 3.8335 -1.3430 -0.6357  -0.218
C: 5.3412 -1.1668 -0.8167  -0.327
H: -2.1916 4.1978 0.3382  0.086
H: -1.8627 4.0226 -1.2297  0.075
H: -1.5040 2.0973 0.8515  0.134
H: -0.8641 0.5168 -1.1861  0.104
H: -1.7792 1.6634 -2.1045  0.129
H: -4.5618 2.0152 -0.9097  0.115
H: -6.0585 0.2326 -0.0781  0.143
H: -1.0338 -1.6881 -0.2379  0.098
H: -5.9084 -2.5084 0.8179  0.120
H: -1.7938 -3.8767 0.6644  0.112
H: -4.1562 -4.2643 1.1489  0.094
H: 2.0108 2.3633 -0.0099  0.147
H: -0.0934 0.5798 1.0776  0.143
H: 1.4733 -1.2681 0.8045  0.131
H: 1.1693 -0.4332 -0.7559  0.118
H: 3.6391 -0.0298 1.0726  0.124
H: 3.3971 0.7779 -0.4772  0.114
H: 3.3575 -1.4680 -1.6421  0.122
H: 3.6196 -2.2756 -0.0792  0.119
H: 5.5175 -0.2321 -1.3636  0.113
H: 5.7984 -1.0481 0.1760  0.115
H: 5.8681 -3.1570 -0.9855  0.078
H: 5.6047 -2.3829 -2.4176  0.071
H: 1.3074 2.7222 2.2810  0.090
N: -2.2476 3.5346 -0.4311  0.072
N: -5.0891 0.0660 -0.2026  0.083
N: 1.0937 2.1067 0.3400  0.099
N: 6.0265 -2.2585 -1.4823  -0.028
O: 0.4327 3.7109 -1.1031  0.074
O: 1.7244 -0.1166 3.0791  0.124
O: 1.5139 2.0984 2.9774  0.137

---

Model two:
ORCA calculation (ωB97M-V with the def2-TZVPD basis set) on C17H24N4O3 in the gas phase.

Results
- Net charge: 0
- Highest occupied orbital energy: -8.0 eV
- HOMO-LUMO gap: 8.7 eV

Last column: Löwdin charge in e.
Geometry (Å):
N: 1.0848 -0.1906 2.7487  0.087
N: -0.2628 -0.0587 2.5317  0.077
O: 0.7697 0.5802 0.7055  0.115
O: 5.9605 3.7550 0.1313  -0.048
O: 3.2793 1.6168 -3.0003  -0.106
C: 1.6692 0.2643 1.7419  -0.337
C: -0.4356 0.2302 1.3067  -0.283
C: 4.7539 2.5384 -1.3762  0.078
C: 4.5781 2.0376 0.9583  0.043
C: 3.3899 0.7851 -0.6496  0.003
C: 5.0994 2.7879 -0.0452  -0.347
C: 3.7872 1.5748 -1.6967  -0.260
C: 3.7146 1.0143 0.6128  -0.297
N: 3.0676 0.4321 1.6475  0.141
N: -3.7359 -1.7158 0.3734  -0.175
C: 6.6782 3.9071 1.4132  -0.036
C: 3.3471 0.3004 -3.6991  -0.025
C: -1.9280 -0.0497 0.8699  -0.089
C: -2.2994 -1.5690 0.6882  -0.184
C: -4.3296 -2.9876 0.8075  -0.181
C: -4.2737 -1.0755 -0.8414  -0.172
C: -5.8458 -3.0408 0.5853  -0.223
C: -5.7631 -1.2281 -0.8221  -0.243
C: -6.3352 -2.5708 -0.7362  -0.233
H: 5.2345 3.0574 -2.2076  0.133
H: 5.0727 2.2786 1.9602  0.136
H: 2.5827 0.1309 -0.8304  0.118
H: 3.4818 0.3853 2.5585  0.148
H: 7.2332 3.0497 1.7117  0.080
H: 7.3558 4.7738 1.3478  0.097
H: 6.0530 4.1748 2.2541  0.080
H: 2.2295 0.0073 -3.6127  0.116
H: 3.5166 0.4302 -4.7396  0.063
H: 4.0218 -0.3740 -3.2205  0.078
H: -2.7583 0.3832 1.5538  0.155
H: -2.0555 0.3695 -0.0833  0.060
H: -1.7069 -1.9780 -0.1765  0.125
H: -1.9656 -2.0980 1.6147  0.124
H: -4.2233 -3.1413 1.9182  0.137
H: -3.9512 -3.7936 0.2494  0.094
H: -4.0008 0.0049 -0.7539  0.117
H: -3.7797 -1.3458 -1.7922  0.124
H: -6.2915 -4.0821 0.7177  0.129
H: -6.3230 -2.4567 1.4174  0.123
H: -6.0841 -0.7315 -1.6837  0.094
H: -6.2339 -0.6473 -0.0613  0.116
H: -7.4563 -2.5401 -0.8921  0.141
H: -5.9217 -3.1948 -1.5049  0.110

---

Most stable = model one